Entry 1:
{"formula": "C32H64Cl8O21", "method": "the ωB97M-V functional and the def2-TZVPD basis", "spin_multiplicity": 2, "total_energy_ev": -177394.33208, "total_charge": -1, "homo_ev": [0.229, -8.261], "s2": 0.7504, "elements": ["C", "C", "O", "C", "O", "O", "C", "H", "H", "H", "H", "H", "H", "H", "H", "C", "C", "O", "C", "O", "O", "C", "H", "H", "H", "H", "H", "H", "H", "H", "C", "C", "O", "C", "O", "O", "C", "H", "H", "H", "H", "H", "H", "H", "H", "C", "C", "O", "C", "O", "O", "C", "H", "H", "H", "H", "H", "H", "H", "H", "C", "C", "O", "C", "O", "O", "C", "H", "H", "H", "H", "H", "H", "H", "H", "C", "C", "O", "C", "O", "O", "C", "H", "H", "H", "H", "H", "H", "H", "H", "C", "C", "O", "C", "O", "O", "C", "H", "H", "H", "H", "H", "H", "H", "H", "C", "Cl", "Cl", "H", "H", "C", "Cl", "Cl", "H", "H", "C", "Cl", "Cl", "H", "H", "C", "Cl", "Cl", "H", "H"], "positions_angstrom": [[2.637572, -2.318433, -4.215739], [3.829049, -2.294813, -5.206456], [4.433137, -3.587967, -5.291330], [5.707193, -3.681798, -5.913338], [6.357109, -2.773130, -6.455468], [6.204138, -4.970366, -5.638412], [7.591096, -5.329462, -5.817255], [2.089145, -3.238875, -4.415975], [2.080605, -1.384402, -4.289839], [2.944979, -2.466228, -3.180484], [4.539995, -1.503584, -4.968558], [3.472946, -1.985953, -6.189255], [8.331594, -4.752623, -5.263159], [7.837192, -5.412345, -6.875874], [7.775584, -6.300726, -5.358210], [2.710906, 4.167475, 2.651446], [2.110097, 2.765226, 2.358643], [3.113928, 1.944510, 1.756016], [3.378437, 2.081536, 0.543619], [3.232629, 3.138350, -0.096813], [4.113788, 1.030709, 0.185216], [4.416632, 0.954619, -1.168528], [2.324802, 4.607594, 3.570858], [2.680475, 4.870084, 1.818673], [3.762501, 4.057131, 2.916170], [1.115214, 2.694191, 1.919014], [2.016339, 2.264618, 3.322329], [4.800047, 1.812444, -1.721004], [3.493403, 0.736771, -1.705457], [5.095377, 0.102329, -1.200379], [-6.372541, 4.189787, 2.871596], [-6.749610, 2.862362, 2.296409], [-5.971668, 1.825736, 2.853863], [-5.235389, 1.035903, 2.148504], [-5.219362, 0.990115, 0.906092], [-4.410287, 0.368124, 2.966554], [-3.215535, -0.351085, 2.496665], [-5.869579, 4.769829, 2.097858], [-5.631054, 3.912177, 3.620749], [-7.230784, 4.781474, 3.190070], [-6.596503, 3.046974, 1.233134], [-7.830277, 2.720078, 2.290846], [-3.328483, -0.747331, 1.487541], [-2.811561, -1.218024, 3.019448], [-2.325855, 0.278453, 2.480700], [0.935053, -1.543204, -1.031478], [0.690747, -0.284584, -0.256492], [0.068935, 0.614516, -1.185718], [-0.875577, 1.458201, -0.773793], [-1.156081, 1.694904, 0.392472], [-1.345168, 2.138314, -1.904502], [-2.267479, 3.139614, -1.919828], [1.617865, -2.255632, -0.568546], [1.337588, -1.280235, -2.009690], [-0.056416, -1.965190, -1.195868], [1.542031, 0.227202, 0.192406], [0.053095, -0.504863, 0.599655], [-1.769557, 4.002977, -1.478496], [-3.025906, 2.753211, -1.238952], [-2.475766, 3.393891, -2.959078], [-2.741038, -4.562147, -0.631314], [-3.347781, -5.647633, -1.598809], [-3.861782, -6.761532, -0.912705], [-3.078688, -7.690652, -0.439549], [-1.840915, -7.540556, -0.190529], [-3.866604, -8.849426, -0.311153], [-3.273069, -10.005787, 0.143458], [-3.378712, -4.161265, 0.156576], [-2.248236, -3.733054, -1.139101], [-1.869334, -4.978961, -0.126830], [-2.783040, -6.027924, -2.450013], [-4.170239, -5.127722, -2.090076], [-3.970887, -10.682223, 0.637002], [-2.555338, -9.775249, 0.930727], [-2.782592, -10.410744, -0.741718], [1.059187, 4.471117, -2.119568], [0.718394, 5.676013, -1.363630], [1.324233, 6.864548, -1.746339], [2.023578, 7.690024, -0.900039], [2.157340, 7.520725, 0.326480], [2.410739, 8.737876, -1.676457], [3.171406, 9.805009, -0.952274], [0.407764, 4.593271, -2.984926], [0.729115, 3.559490, -1.621512], [2.114025, 4.305596, -2.338731], [1.033623, 5.298161, -0.391030], [-0.366146, 5.784638, -1.355148], [4.249318, 9.654892, -1.012864], [2.986564, 9.918080, 0.115967], [2.987296, 10.750148, -1.463086], [-1.666947, 0.151129, 6.251613], [-0.640870, 1.147059, 5.871328], [-0.041412, 0.903387, 4.588004], [1.035404, -0.037607, 4.469138], [1.548913, -0.635346, 5.391260], [1.258895, -0.185708, 3.138244], [2.183578, -1.164775, 2.679317], [-2.043617, 0.426731, 7.236635], [-1.330701, -0.883384, 6.182169], [-2.466788, 0.283580, 5.523050], [0.083855, 1.100928, 6.684192], [-1.061097, 2.151235, 5.815399], [3.203573, -0.792799, 2.776001], [2.121401, -1.432833, 1.624625], [2.019365, -2.033019, 3.317508], [2.613269, -6.177301, -1.754309], [1.544515, -4.871613, -1.238985], [2.723596, -6.156779, -3.534847], [3.574100, -6.019061, -1.264555], [2.121726, -7.122630, -1.524428], [-5.663696, 2.172511, -3.277076], [-6.141068, 3.370391, -2.042619], [-5.075596, 0.723660, -2.575208], [-6.652955, 1.907293, -3.650061], [-5.006191, 2.702456, -3.966249], [0.636029, -4.473198, 2.372048], [1.058005, -4.895932, 4.085736], [-0.919712, -3.506393, 2.281218], [1.403472, -3.891769, 1.861086], [0.507782, -5.374537, 1.772695], [-2.152700, 3.562581, 2.437257], [-2.849124, 4.238678, 3.933562], [-1.593677, 4.916360, 1.488106], [-1.297287, 2.930207, 2.674929], [-2.943011, 3.011209, 1.927837]], "atomic_forces_ev_per_a": [[1.30, -0.93, -0.30], [-0.58, 1.04, -0.08], [2.86, -0.67, -1.29], [1.28, 0.88, 1.05], [-2.29, -2.67, 1.39], [-1.03, 1.64, -0.02], [0.06, -0.02, -0.16], [-0.62, 0.37, -0.25], [-0.21, -0.26, -0.18], [0.37, 0.25, 0.00], [0.38, -0.32, 0.38], [-0.20, -0.32, -0.22], [-0.44, 0.96, -0.29], [0.05, 0.29, 0.06], [-0.90, -0.27, -0.16], [-0.05, -0.24, -0.11], [0.95, 1.05, 2.08], [-2.02, -1.28, 3.32], [2.19, 3.39, -3.27], [-0.45, -2.38, 0.20], [-0.35, 0.73, 0.27], [-0.08, -1.19, -1.67], [-0.65, 0.04, -0.23], [-0.29, -0.08, 0.11], [0.17, -0.37, -0.26], [0.34, 0.18, -0.71], [-0.21, 0.14, 0.00], [0.41, 0.40, 0.91], [-0.06, -0.43, -0.16], [-0.02, 0.14, -0.53], [0.61, 0.19, 0.29], [-1.06, 1.00, -2.47], [-1.24, 0.54, 1.77], [2.13, -0.87, -4.22], [-0.04, -0.14, 2.57], [0.78, -0.94, 0.74], [0.39, 0.28, -1.59], [0.19, 0.13, 0.20], [-0.25, 0.91, 0.53], [0.22, -0.17, 0.52], [0.54, -1.23, -0.25], [0.06, -0.87, 0.88], [-0.47, 0.43, -0.15], [-1.38, 0.02, 1.20], [-0.40, 0.73, -0.06], [0.04, 0.23, -0.52], [-0.11, 0.09, 1.04], [-1.12, 0.62, -0.48], [-0.01, 1.82, 0.00], [-0.22, -0.27, -1.70], [3.42, -4.08, 0.31], [-0.14, 0.96, 1.94], [-0.16, 0.07, 0.20], [0.10, -0.10, 0.03], [0.15, -0.46, -0.05], [0.33, -0.11, -0.39], [-0.37, 0.23, -0.09], [-0.49, 0.48, 0.18], [-1.09, 0.95, -0.53], [-0.55, -0.43, 0.18], [1.58, -1.18, -0.46], [0.26, 2.37, 0.33], [-1.57, -0.51, 0.17], [3.74, -0.89, 0.84], [-4.80, -1.36, -0.83], [-0.14, 3.53, -0.21], [1.65, -0.58, 0.57], [-0.49, -0.29, -0.39], [-0.55, 0.13, -0.55], [-0.17, -0.35, 0.22], [0.93, 0.32, 0.45], [-0.57, -0.51, 0.21], [-0.45, 0.15, -0.63], [0.43, -0.01, -0.21], [0.21, -0.80, 0.45], [-0.49, -0.73, -2.45], [-0.02, -1.20, 3.52], [1.50, 1.87, -0.31], [-1.15, -1.15, 1.82], [0.02, 0.75, -3.68], [0.90, 0.54, 2.19], [0.15, -0.30, -0.51], [0.68, -0.85, -0.99], [-0.10, 0.26, 0.28], [-0.10, 0.37, -0.14], [-0.10, 1.37, 0.89], [0.01, 0.40, 0.08], [-0.05, -0.57, -0.34], [-0.73, -0.47, -0.20], [-0.42, -0.28, -0.09], [-1.25, -0.09, -1.00], [1.47, -0.12, 0.66], [1.89, -1.34, -0.68], [-1.45, -0.12, 0.28], [-0.61, 1.11, -1.38], [-1.05, 1.27, 0.67], [1.02, -0.67, 1.18], [-0.05, -0.33, 0.06], [0.17, 0.11, 0.32], [-0.47, -0.34, 0.15], [0.65, 0.41, -0.33], [0.09, -0.04, -0.12], [0.03, 0.00, 0.36], [-0.91, 0.35, 0.10], [0.42, -0.25, -0.27], [-0.63, -0.17, -0.26], [-0.21, 0.18, 0.23], [0.43, -0.02, -0.01], [0.03, -0.16, -0.28], [0.29, 0.18, 0.32], [-1.66, 0.73, 0.12], [0.25, 0.42, 0.39], [0.93, -0.73, 0.29], [0.50, 0.17, -0.79], [0.00, -0.57, 0.03], [-0.12, -0.22, -0.04], [-0.16, 0.34, -1.02], [0.35, -0.12, 0.09], [0.24, 0.19, 0.53], [-0.24, -0.14, 0.40], [-0.16, -0.12, 0.41], [0.02, -0.36, 0.33], [0.26, 0.23, -0.69], [-0.29, 0.03, 0.05], [0.29, 0.12, -0.06]]}

***

Entry 2:
{"formula": "C32H64N4O18P4S", "method": "the ωB97M-V functional and the def2-TZVPD basis", "spin_multiplicity": 1, "total_energy_ev": -125011.28736, "de_lowest_kj_mol": 2332.4, "homo_ev": -7.036, "elements": ["C", "C", "C", "S", "O", "O", "C", "H", "H", "H", "H", "H", "H", "H", "H", "C", "O", "P", "O", "O", "C", "O", "C", "H", "H", "H", "H", "H", "H", "H", "H", "H", "C", "O", "P", "O", "O", "C", "O", "C", "H", "H", "H", "H", "H", "H", "H", "H", "H", "C", "O", "P", "O", "O", "C", "O", "C", "H", "H", "H", "H", "H", "H", "H", "H", "H", "C", "O", "P", "O", "O", "C", "O", "C", "H", "H", "H", "H", "H", "H", "H", "H", "H", "N", "C", "C", "C", "C", "H", "H", "H", "H", "H", "N", "C", "C", "C", "C", "H", "H", "H", "H", "H", "N", "C", "C", "C", "C", "H", "H", "H", "H", "H", "N", "C", "C", "C", "C", "H", "H", "H", "H", "H"], "positions_angstrom": [[2.685966, 0.302846, -3.686528], [1.362990, 1.067382, -3.569776], [0.644236, 0.718655, -4.927787], [0.934271, -1.056160, -5.245269], [1.673690, -1.219015, -6.499501], [-0.309945, -1.772129, -5.050210], [2.212695, -1.152149, -3.912907], [3.187681, 0.359973, -2.720551], [3.287060, 0.596162, -4.547207], [1.489183, 2.146957, -3.487958], [0.808580, 0.782606, -2.675555], [1.219976, 1.181029, -5.729564], [-0.395374, 1.023099, -5.048639], [2.964475, -1.897637, -4.172105], [1.740300, -1.544513, -3.012359], [-0.940665, 5.361190, 0.388097], [-0.178505, 4.324901, 1.034421], [0.661418, 4.663354, 2.375928], [1.578624, 5.874943, 2.373069], [-0.479696, 4.736600, 3.493356], [-0.157250, 4.760354, 4.854175], [1.278480, 3.178257, 2.734636], [1.896020, 2.384365, 1.751838], [-0.906237, 6.246276, 1.023338], [-2.006053, 5.130885, 0.393236], [-0.547265, 5.540262, -0.612539], [0.912193, 4.930820, 4.977965], [-0.468261, 3.799877, 5.265087], [-0.760536, 5.547577, 5.306319], [2.957723, 2.267969, 1.969434], [1.845431, 2.904047, 0.795035], [1.423809, 1.417640, 1.577054], [-1.418670, -0.309848, -1.249047], [-0.016824, -0.220183, -1.493983], [0.846510, 0.697681, -0.438085], [2.322749, 0.611675, -0.655023], [0.156756, 2.099255, -0.664256], [0.841074, 3.238705, -1.053046], [0.301079, 0.198236, 1.000337], [0.833444, -0.981382, 1.572546], [-1.741793, -1.288040, -1.605186], [-1.852042, 0.398520, -1.955088], [-1.837669, 0.026568, -0.300699], [0.552173, 4.089126, -0.435453], [0.656666, 3.559875, -2.078201], [1.924101, 3.227442, -0.930451], [0.102638, -1.722748, 1.895650], [1.442388, -0.831845, 2.464126], [1.515149, -1.539665, 0.930910], [-2.736654, 5.539587, 3.588454], [-2.293258, 4.742194, 2.505183], [-3.324288, 3.709368, 1.709674], [-4.509750, 4.324137, 1.045541], [-3.719456, 2.531716, 2.774227], [-4.960492, 2.547023, 3.443598], [-2.319360, 2.859934, 0.656055], [-1.262260, 2.021004, 1.032259], [-1.859592, 5.822960, 4.170321], [-3.422636, 5.008717, 4.248529], [-3.115156, 6.528350, 3.329274], [-4.920655, 2.913243, 4.469465], [-5.311864, 1.526104, 3.593168], [-5.729934, 3.063289, 2.869555], [-1.599787, 1.023113, 0.752284], [-0.933798, 2.119356, 2.066918], [-0.365775, 2.235566, 0.450561], [2.057432, -5.463847, -0.915113], [1.187418, -4.737231, -1.776412], [1.588736, -3.279730, -2.459646], [1.939948, -2.168736, -1.498632], [0.301464, -3.034675, -3.369963], [-0.875137, -2.564446, -2.824178], [2.726505, -3.615772, -3.551225], [2.542904, -4.587319, -4.602195], [2.534051, -6.185254, -1.578821], [1.603269, -5.990175, -0.075577], [2.836826, -4.776432, -0.586337], [-0.912089, -2.638454, -1.737320], [-1.626790, -3.280409, -3.156611], [-1.154471, -1.545247, -3.091211], [3.472143, -5.155499, -4.644388], [2.490842, -4.065465, -5.557742], [1.599125, -5.132645, -4.599247], [-3.149511, -3.604568, -1.174485], [-2.574207, -4.805992, -1.502940], [-1.379331, -4.825236, -0.866600], [-1.232619, -3.700558, -0.101288], [-2.376196, -2.974526, -0.271421], [-3.988994, -3.242466, -1.603734], [-3.103819, -5.428990, -2.208491], [-0.637481, -5.600467, -0.989402], [-0.255730, -3.572291, 0.341020], [-2.597193, -1.953769, 0.003561], [2.433768, -3.197341, 1.877433], [1.103781, -3.569863, 1.782986], [0.392407, -3.076473, 2.918480], [1.349417, -2.225517, 3.565704], [2.551322, -2.346505, 2.945165], [3.185579, -3.559815, 1.308661], [0.867563, -4.241514, 0.970901], [-0.633604, -3.314771, 3.157056], [1.281226, -1.658547, 4.482380], [3.526270, -1.951652, 3.190093], [3.618934, 0.241038, 0.565287], [4.604121, 0.680887, 1.444589], [5.127413, -0.450940, 2.045140], [4.377363, -1.531123, 1.581309], [3.520175, -1.075211, 0.613063], [3.131292, 0.857878, -0.068597], [4.863915, 1.724557, 1.542899], [5.881024, -0.446541, 2.818721], [4.467179, -2.585998, 1.794803], [2.871262, -1.569003, -0.095094], [-3.971219, 0.152017, 1.426627], [-3.192059, -0.644398, 0.617397], [-3.638261, -0.612476, -0.646423], [-4.827376, 0.110395, -0.681217], [-5.029987, 0.505127, 0.638636], [-3.836113, 0.275843, 2.419865], [-2.242257, -0.976161, 1.010098], [-3.156048, -1.106910, -1.476733], [-5.579902, 0.138931, -1.455352], [-5.922309, 1.008828, 0.979872]], "atomic_forces_ev_per_a": [[-1.09, -1.03, 0.39], [-0.10, 0.41, -1.63], [0.49, 0.34, 0.39], [0.95, 1.12, -0.26], [-0.75, 0.03, 0.70], [0.52, 1.25, -1.94], [-0.25, 0.73, -1.13], [0.48, -0.07, -0.39], [0.14, 0.35, 0.25], [0.23, 0.07, -0.36], [0.27, -0.08, -1.44], [-0.03, 0.18, -0.03], [-0.04, -0.38, 0.19], [-0.06, 1.09, -0.53], [0.22, 2.35, -1.12], [-0.34, 1.10, 0.73], [0.28, 1.50, 2.20], [1.15, 0.43, 0.89], [-1.89, -2.92, -0.37], [3.40, -0.30, -0.61], [0.70, -0.33, 0.54], [-1.20, 2.03, 0.13], [1.34, 0.59, -1.00], [0.39, 0.34, -0.45], [0.62, -0.22, -0.74], [-0.08, 0.07, 0.14], [-0.07, 0.05, 0.47], [0.22, 0.01, 0.27], [0.50, -0.01, 0.39], [-0.35, -0.05, 0.27], [0.34, 0.01, 0.38], [0.39, 0.80, 1.45], [0.99, 1.49, -1.86], [1.64, 0.37, 2.62], [-1.25, -3.69, -1.56], [-14.04, 1.15, -10.28], [3.79, -0.98, -5.52], [1.60, 2.98, -1.74], [0.53, 0.78, -2.61], [0.08, 0.38, -0.60], [0.98, 1.08, 1.16], [-0.32, 0.23, -0.21], [2.06, -0.41, -1.14], [0.28, -1.09, -0.78], [-0.28, -0.71, -0.19], [0.06, -0.71, -0.30], [-0.90, 2.16, -1.15], [-0.93, 2.10, -1.16], [-0.95, 0.76, -0.39], [-0.20, 0.77, 0.81], [-4.11, -1.67, -2.01], [0.76, -1.05, -1.07], [1.71, -0.63, 0.90], [0.87, 1.24, -0.28], [-1.07, -0.34, 0.37], [-3.17, 3.23, 1.76], [-1.27, -0.83, 3.15], [-0.83, -0.23, -0.35], [-0.16, 0.03, -0.11], [-0.65, -0.32, -0.72], [0.40, 0.55, -0.12], [0.16, -0.29, -0.38], [0.13, 0.19, 0.04], [0.10, 0.73, 1.03], [-0.83, -0.35, 0.49], [-3.34, 0.77, 3.74], [1.41, 0.29, -1.20], [0.10, 1.82, -0.53], [-0.97, -1.91, 1.03], [-0.46, -3.43, -0.40], [3.23, -1.87, 1.50], [-2.11, -0.56, 0.65], [-1.00, -1.14, 1.52], [0.25, 0.51, -0.90], [0.20, -0.33, 0.36], [-0.53, 0.37, -0.21], [0.12, -0.18, 0.46], [0.82, -0.12, -0.73], [-0.22, 0.48, -0.25], [0.65, -0.63, -0.75], [-0.44, -0.46, 0.26], [0.10, 0.48, 0.04], [0.27, -0.30, 0.78], [-0.75, -0.71, -0.11], [-1.03, 0.44, -0.71], [0.23, -3.14, -0.83], [0.32, -0.04, 0.93], [0.78, 0.85, 0.55], [0.05, -0.03, 0.42], [0.38, -0.24, 0.11], [-0.35, -0.02, 0.11], [-1.41, 1.20, 0.00], [0.66, -3.30, -0.39], [-1.93, -0.53, 1.07], [0.91, -1.86, 2.33], [2.27, -1.78, -1.20], [0.38, -2.66, 2.22], [0.80, -2.16, 1.54], [-0.48, 0.27, 0.02], [0.16, -0.10, 0.80], [0.02, 0.34, -0.08], [-0.45, 0.06, -0.09], [-1.05, 0.01, 0.64], [9.76, 0.57, 8.13], [-0.23, -1.67, -0.43], [0.32, 0.94, 0.92], [1.78, -0.73, -2.09], [0.73, -0.46, -0.26], [3.82, 1.79, 2.34], [0.04, -0.12, -0.05], [0.06, -0.15, -0.02], [1.05, 0.49, 0.08], [0.60, -0.07, 0.45], [-0.86, -1.32, -1.56], [-0.27, 2.18, 3.70], [-2.58, -0.43, -1.59], [-0.81, -0.02, 1.82], [-1.10, 1.06, -0.56], [-0.12, 0.14, -0.41], [-0.34, 0.28, 0.61], [-1.55, 0.32, 0.29], [0.26, 0.32, -0.05], [0.29, 0.13, 0.40]]}